# 1
A molecular structure, C38H40BN13OS2Y. Source: OMol25; level of theory: the ωB97M-V functional and the def2-TZVPD basis.

2S+1 ... 2
E_HOMO (alpha / beta) ... -13.03 / -13.03 eV
E_tot ... -84857.80674 eV
Energy relative to the best compared isomer or geometry (same formula, charge and spin) ... 115.48 kJ/mol
Charge ... +2
Frontier orbital gap (alpha / beta) ... 0.26849 / 0.20625 Eh
Expectation value of S² ... 0.76

Last column: Löwdin spin population.
Cartesian coordinates (Å):
Y  -0.047  -0.704  0.010  0.01
C  -1.053  -0.265  3.645  0.00
C  -1.529  0.804  2.713  0.00
C  -2.142  2.004  3.066  0.00
C  -2.415  2.635  1.869  0.00
N  -1.995  1.849  0.869  0.00
N  -1.442  0.710  1.380  0.00
B  -2.084  1.983  -0.675  0.00
N  -2.695  0.657  -1.207  0.00
C  -3.998  0.442  -1.418  0.00
C  -4.154  -0.828  -1.929  0.00
C  -2.868  -1.355  -1.987  0.00
C  -2.520  -2.696  -2.541  0.00
N  -1.972  -0.458  -1.524  0.00
N  -0.652  2.185  -1.258  0.00
C  -0.247  3.289  -1.897  0.00
C  1.128  3.274  -1.978  0.00
C  1.513  2.106  -1.328  0.00
C  2.911  1.664  -1.056  0.00
N  0.430  1.434  -0.903  0.00
N  -2.939  3.131  -1.138  0.00
C  -3.444  3.307  -2.393  0.00
C  -3.805  4.617  -2.524  0.00
C  -3.459  5.212  -1.287  0.00
C  -3.633  6.634  -0.869  0.00
N  -2.917  4.324  -0.476  0.00
H  -1.821  -0.489  4.386  0.00
H  -0.170  0.062  4.193  0.00
H  -0.808  -1.192  3.126  0.00
H  -2.369  2.359  4.057  0.00
H  -2.873  3.584  1.647  0.00
H  -4.723  1.213  -1.221  0.00
H  -5.066  -1.299  -2.253  0.00
H  -3.329  -3.031  -3.187  0.00
H  -2.397  -3.445  -1.759  0.00
H  -1.613  -2.660  -3.143  0.00
H  -0.954  4.031  -2.231  0.00
H  1.769  4.022  -2.412  0.00
H  3.558  2.537  -0.986  0.00
H  3.299  1.024  -1.849  0.00
H  2.961  1.133  -0.107  0.00
H  -3.507  2.491  -3.095  0.00
H  -4.264  5.088  -3.376  0.00
H  -4.656  6.968  -1.043  0.00
H  -2.973  7.289  -1.439  0.00
H  -3.402  6.748  0.188  0.00
C  5.112  -0.841  0.080  0.01
C  3.718  -1.349  -0.102  0.05
N  2.875  -1.457  0.843  0.25
N  3.088  -1.172  2.103  0.47
C  2.216  -0.159  2.497  0.05
O  1.218  0.120  1.809  0.06
C  2.573  0.567  3.703  0.02
C  3.567  0.088  4.565  0.02
C  3.880  0.805  5.705  0.00
C  3.220  1.997  5.975  0.02
C  2.239  2.482  5.113  0.00
C  1.909  1.770  3.979  0.01
C  3.201  -1.797  -1.431  0.00
C  4.115  -2.716  -2.116  0.00
C  4.021  -3.337  -3.297  0.00
C  2.973  -3.235  -4.341  0.00
C  1.265  -2.001  -2.805  0.00
N  2.021  -1.381  -1.702  0.01
H  5.123  0.009  0.760  0.00
H  5.552  -0.549  -0.871  0.00
H  5.730  -1.626  0.527  0.00
H  4.070  -0.844  4.344  0.00
H  4.636  0.438  6.385  0.00
H  3.473  2.558  6.865  0.00
H  1.739  3.416  5.332  0.00
H  1.150  2.128  3.295  0.00
H  4.999  -2.942  -1.531  0.00
H  4.834  -4.015  -3.537  0.00
H  2.501  -4.217  -4.446  0.00
H  0.404  -1.342  -2.970  0.00
C  -3.690  -1.403  1.951  0.00
C  -2.775  -2.561  1.729  0.00
N  -1.730  -2.582  0.936  0.00
C  -1.249  -3.880  0.792  0.00
C  -1.851  -4.807  1.572  0.00
S  -3.140  -4.087  2.425  0.00
C  -0.353  -4.102  -0.345  0.00
C  -0.080  -5.241  -1.035  0.00
S  0.779  -4.868  -2.467  0.00
C  0.710  -3.214  -2.095  0.00
N  0.117  -2.968  -0.953  0.00
C  1.950  -2.128  -4.160  0.00
H  -3.510  -0.636  1.202  0.00
H  -3.562  -0.967  2.940  0.00
H  -4.723  -1.741  1.871  0.00
H  -1.650  -5.865  1.631  0.00
H  -0.366  -6.256  -0.813  0.00
H  3.476  -3.086  -5.301  0.00
H  2.420  -1.161  -4.352  0.00
H  1.172  -2.238  -4.917  0.00


# 2
A molecular structure, C2H5OP in a non-equilibrium geometry. Source: OMol25; level of theory: the ωB97M-V functional and the def2-TZVPD basis.

E_HOMO ... -9.36 eV
E_tot ... -13488.28788 eV
Energy relative to the best compared isomer or geometry (same formula, charge and spin) ... 249.64 kJ/mol
Charge ... 0
Frontier orbital gap ... 0.33744 Eh

Last column: natural (NBO) charge in e.
Cartesian coordinates (Å):
C  1.942  0.239  0.603  0.13
C  -0.996  -0.122  0.017  -0.73
O  2.966  0.784  0.207  -0.53
P  1.182  -1.141  -0.312  0.35
H  1.525  0.647  1.449  0.13
H  -1.422  -1.147  0.319  0.24
H  -1.169  0.536  -0.863  0.23
H  -0.989  0.563  0.858  0.20
H  1.662  -0.593  -1.532  0.00


# 3
18 unconnected molecules or ions with the total composition C22H46BBrCl34 in a non-equilibrium geometry. Source: OMol25; level of theory: the ωB97M-V functional and the def2-TZVPD basis.

E_HOMO ... -10.41 eV
E_tot ... -520042.28690 eV
Charge ... 0
Frontier orbital gap ... 0.38951 Eh

Last column: Mulliken charge in e.
Cartesian coordinates (Å):
C  -2.397  2.297  3.689  -1.39
C  -1.846  1.154  2.785  0.87
C  -2.363  1.231  1.302  -1.02
C  -0.306  0.969  2.824  -1.09
C  0.514  2.297  2.747  -0.41
B  1.433  2.435  1.455  0.17
Br  2.393  0.898  0.647  -0.06
H  -3.007  1.840  4.486  0.29
H  -3.089  2.956  3.134  0.29
H  -1.626  2.896  4.186  0.34
H  -2.274  0.219  3.179  0.42
H  -1.520  1.223  0.598  0.31
H  -3.025  0.375  1.113  0.24
H  -2.965  2.128  1.114  0.05
H  -0.034  0.412  3.730  0.37
H  -0.052  0.311  1.979  0.35
H  1.225  2.286  3.598  0.23
H  -0.084  3.210  2.850  0.32
H  1.580  3.506  0.963  -0.12
C  1.694  -0.303  -2.735  0.21
Cl  2.492  -1.598  -3.640  -0.18
Cl  1.821  1.246  -3.570  -0.13
H  0.644  -0.553  -2.616  0.19
H  2.168  -0.195  -1.768  -0.21
C  5.586  1.366  -4.355  0.12
Cl  6.483  2.066  -3.001  -0.14
Cl  6.322  1.784  -5.907  -0.17
H  5.581  0.286  -4.248  0.25
H  4.571  1.746  -4.335  -0.07
C  -6.040  2.922  1.073  0.25
Cl  -5.345  2.536  2.656  -0.18
Cl  -5.078  4.140  0.226  -0.19
H  -6.068  2.019  0.475  0.25
H  -7.043  3.304  1.214  -0.15
C  -7.659  -0.242  2.592  0.24
Cl  -8.220  0.332  1.014  -0.17
Cl  -8.945  -1.083  3.467  -0.19
H  -6.831  -0.928  2.443  0.00
H  -7.334  0.610  3.178  0.13
C  5.545  5.718  -2.739  -0.24
Cl  4.752  6.950  -3.727  -0.17
Cl  4.384  4.859  -1.719  -0.08
H  6.030  5.002  -3.393  0.18
H  6.280  6.199  -2.103  0.31
C  4.168  -4.950  -2.355  0.35
Cl  4.814  -6.202  -3.424  -0.14
Cl  2.915  -5.593  -1.288  -0.17
H  4.979  -4.559  -1.748  0.06
H  3.741  -4.159  -2.961  -0.10
C  7.798  -5.929  -5.872  -0.04
Cl  8.808  -4.723  -5.068  -0.14
Cl  7.967  -5.853  -7.630  -0.16
H  8.097  -6.916  -5.535  0.26
H  6.761  -5.745  -5.612  0.09
C  -6.599  -4.207  4.176  -0.15
Cl  -5.903  -4.577  5.756  -0.16
Cl  -5.645  -2.991  3.316  -0.14
H  -6.625  -5.114  3.583  0.31
H  -7.605  -3.825  4.316  0.15
C  4.314  -0.118  4.041  0.56
Cl  4.685  -1.846  4.083  -0.17
Cl  3.422  0.389  5.484  -0.18
H  5.240  0.437  3.992  0.14
H  3.709  0.089  3.165  -0.36
C  -7.661  -5.071  9.055  0.03
Cl  -7.586  -6.726  9.670  -0.16
Cl  -9.176  -4.763  8.200  -0.14
H  -7.585  -4.384  9.890  0.27
H  -6.836  -4.915  8.369  0.00
C  -10.276  3.221  1.881  -0.15
Cl  -9.384  3.980  3.206  -0.14
Cl  -9.542  3.591  0.317  -0.14
H  -10.265  2.145  2.024  0.13
H  -11.296  3.589  1.886  0.31
C  6.483  -7.206  -0.082  -0.16
Cl  7.205  -7.567  1.491  -0.17
Cl  7.413  -5.983  -0.958  -0.10
H  6.459  -8.115  -0.673  0.31
H  5.475  -6.836  0.071  0.14
C  -1.180  -1.125  -5.568  -0.24
Cl  -0.767  -2.843  -5.619  -0.15
Cl  -2.044  -0.707  -4.084  -0.13
H  -0.264  -0.544  -5.615  0.18
H  -1.812  -0.892  -6.418  0.33
C  -2.228  3.492  -4.316  -0.39
Cl  -0.625  2.785  -4.062  -0.04
Cl  -3.411  2.822  -3.186  -0.08
H  -2.168  4.565  -4.166  0.29
H  -2.548  3.278  -5.324  0.19
C  -5.033  5.744  -5.515  -0.25
Cl  -4.336  4.558  -6.629  -0.15
Cl  -6.285  5.025  -4.497  -0.12
H  -4.245  6.134  -4.879  0.21
H  -5.474  6.547  -6.094  0.32
C  5.556  2.944  1.530  0.09
Cl  5.939  1.221  1.572  -0.14
Cl  4.665  3.442  2.975  -0.14
H  6.481  3.508  1.474  0.36
H  4.945  3.144  0.655  -0.17
C  8.906  -2.607  -0.359  -0.24
Cl  7.685  -2.533  -1.636  -0.13
Cl  8.767  -1.236  0.746  -0.15
H  8.768  -3.525  0.202  0.21
H  9.891  -2.594  -0.815  0.31


# 4
2 unconnected molecules or ions with the total composition C10H16O in a non-equilibrium geometry. Source: OMol25; level of theory: the ωB97M-V functional and the def2-TZVPD basis.

SMILES ... Cc1ccccc1.CC(C)O
E_HOMO ... -9.09 eV
E_tot ... -12674.54393 eV
Energy relative to the best compared isomer or geometry (same formula, charge and spin) ... 306.92 kJ/mol
Charge ... 0
Frontier orbital gap ... 0.36814 Eh

Last column: natural (NBO) charge in e.
Cartesian coordinates (Å):
C  2.135  -1.051  2.344  -0.65
C  1.298  0.204  2.089  0.00
C  0.309  0.487  2.966  -0.22
C  -0.682  1.479  2.562  -0.18
C  -0.607  2.204  1.401  -0.26
C  0.506  1.965  0.596  -0.20
C  1.528  1.086  0.977  -0.22
H  2.936  -0.805  3.061  0.23
H  2.445  -1.641  1.442  0.23
H  1.779  -1.723  3.069  0.23
H  0.044  -0.203  3.710  0.21
H  -1.724  1.547  3.047  0.21
H  -1.357  2.919  1.058  0.22
H  0.528  2.357  -0.381  0.20
H  2.359  1.048  0.265  0.22
C  -2.001  -1.159  -3.016  -0.64
C  -0.823  -1.380  -2.048  0.09
C  0.082  -0.161  -2.493  -0.65
O  -1.481  -1.178  -0.782  -0.74
H  -1.699  -0.676  -3.992  0.20
H  -2.781  -0.582  -2.469  0.23
H  -2.478  -2.047  -3.364  0.21
H  -0.308  -2.467  -1.938  0.19
H  1.108  -0.430  -2.015  0.21
H  0.358  -0.303  -3.507  0.22
H  -0.348  0.848  -2.191  0.22
H  -1.124  -0.340  -0.391  0.47